Model a:
{"formula": "C3H6O2", "method": "ωB97M-V with the def2-TZVPD basis set", "symbols": ["O", "C", "C", "C", "O", "H", "H", "H", "H", "H", "H"], "coordinates": [[-1.06676, 0.79858, -0.50368], [-0.97456, -0.43105, 0.26283], [0.47763, -0.78934, 0.04462], [0.93274, 0.56944, -0.39014], [1.43724, 1.39813, 0.45025], [-0.58530, 1.57263, 0.29750], [-1.67955, -1.10690, -0.22972], [-1.30399, -0.29125, 1.30347], [0.64412, -1.51658, -0.75518], [1.01645, -1.08733, 0.94688], [1.10196, 0.88368, -1.42683]], "e_homo_ev": -9.66, "homo_lumo_gap_ev": 10.4744}


Model b:
{"formula": "C3H6O2", "method": "ωB97M-V with the def2-TZVPD basis set", "symbols": ["C", "O", "C", "C", "O", "H", "H", "H", "H", "H", "H"], "coordinates": [[1.78873, -0.33107, 0.09251], [0.42680, -0.73361, -0.03615], [-0.53246, 0.22895, 0.21850], [-1.78933, 0.11161, -0.47626], [-1.82410, 0.06049, 0.93703], [2.15713, 0.23996, -0.77693], [1.94997, 0.27146, 0.99301], [2.37918, -1.24858, 0.16009], [-2.15948, 0.96699, -1.02688], [-0.12069, 1.16283, 0.58543], [-2.00203, -0.86511, -0.90825]], "e_homo_ev": -9.83, "smiles": "CO[C@H]1CO1", "homo_lumo_gap_ev": 10.8614}


Each structure's energy above the most stable one, in kcal/mol: model a 8.5; model b 0.0.


Model a:
{"formula": "C3H6O2", "method": "ωB97M-V with the def2-TZVPD basis set", "symbols": ["C", "O", "C", "C", "O", "H", "H", "H", "H", "H", "H"], "coordinates": [[1.37266, -0.61290, 0.91932], [0.77424, -0.10432, -0.24985], [-0.52926, 0.36898, -0.03892], [-1.19094, 0.55174, -1.38912], [-2.36818, 0.38903, -1.58244], [1.59896, 0.17836, 1.64992], [0.72789, -1.36117, 1.40544], [2.30595, -1.09360, 0.61917], [-0.53141, 1.35234, 0.46539], [-1.12965, -0.32406, 0.56856], [-0.50704, 0.88037, -2.19433]], "e_homo_ev": -9.94, "smiles": "COCC=O", "homo_lumo_gap_ev": 10.8883}


Model b:
{"formula": "C3H6O2", "method": "ωB97M-V with the def2-TZVPD basis set", "symbols": ["C", "O", "C", "C", "O", "H", "H", "H", "H", "H", "H"], "coordinates": [[0.96853, -1.69189, 0.03935], [0.27216, -0.49575, 0.08871], [-0.53258, 1.58656, -0.64026], [-1.07721, 1.25157, 0.59312], [-0.30708, 0.80612, 1.48886], [0.99620, -2.00891, -1.01762], [2.00993, -1.59613, 0.38307], [0.46068, -2.49263, 0.59883], [-1.16312, 1.78247, -1.50331], [0.53811, 1.70929, -0.73478], [-2.16562, 1.14930, 0.70402]], "e_homo_ev": [-9.48, -9.61], "homo_lumo_gap_ev": [8.7266, 8.3367]}


Model c:
{"formula": "C3H6O2", "method": "ωB97M-V with the def2-TZVPD basis set", "symbols": ["C", "C", "C", "H", "H", "H", "H", "H", "H", "O", "O"], "coordinates": [[-0.41520, -0.35014, -0.19421], [0.59585, -0.55415, 0.87029], [-0.22891, 1.03349, -0.09913], [-0.68325, -1.76449, -1.58295], [-1.47544, -0.39974, 0.11976], [0.35672, -1.21328, 1.62824], [1.58874, -0.85228, 0.56479], [-1.01617, 1.69967, 0.07527], [0.44236, 1.39422, -0.84278], [-0.28609, -0.81847, -1.55389], [0.42065, 0.86355, 1.12588]], "e_homo_ev": -9.73, "homo_lumo_gap_ev": 10.4955}


Each structure's energy above the most stable one, in kcal/mol: model a 0.0; model b 95.8; model c 31.0.


Model a:
{"formula": "C3H6O2", "method": "ωB97M-V with the def2-TZVPD basis set", "symbols": ["O", "C", "C", "C", "O", "H", "H", "H", "H", "H", "H"], "coordinates": [[-1.42264, 0.49975, -0.91679], [-1.03232, -0.19597, 0.24917], [0.44819, -0.51859, 0.11999], [1.55066, 0.56927, -0.02931], [2.54087, 0.24395, -0.64461], [-2.31817, 0.83297, -0.78867], [-1.60696, -1.13720, 0.35586], [-1.21328, 0.39325, 1.15874], [0.60316, -1.11846, -0.78695], [0.73926, -1.17028, 0.95791], [1.71121, 1.60131, 0.32466]], "e_homo_ev": -9.68, "smiles": "O=CCCO", "homo_lumo_gap_ev": 10.4313}


Model b:
{"formula": "C3H6O2", "method": "ωB97M-V with the def2-TZVPD basis set", "symbols": ["O", "C", "C", "C", "O", "H", "H", "H", "H", "H", "H"], "coordinates": [[2.37521, 0.94520, 0.87688], [1.50077, 0.25663, 0.42967], [0.05256, 0.70164, 0.36714], [-0.86600, -0.44388, 0.00312], [-0.54266, -0.82763, -1.34731], [1.69318, -0.73333, -0.01729], [-0.22088, 1.23062, 1.27800], [-0.00016, 1.38549, -0.47677], [-0.70750, -1.32003, 0.64015], [-1.92855, -0.17090, 0.08431], [-1.35597, -1.02381, -1.83790]], "e_homo_ev": -9.75, "smiles": "O=CCCO", "homo_lumo_gap_ev": 10.4916}


Each structure's energy above the most stable one, in kcal/mol: model a 8.5; model b 0.0.


Model a:
{"formula": "C3H6O2", "method": "ωB97M-V with the def2-TZVPD basis set", "symbols": ["C", "C", "O", "C", "O", "H", "H", "H", "H", "H", "H"], "coordinates": [[-0.89664, -0.78690, -0.98041], [0.16425, 0.01914, -0.31950], [1.06492, 0.50115, -1.00128], [0.26165, 0.35821, 1.15230], [1.13187, 1.45467, 1.18601], [-0.41989, -1.57236, -1.57253], [-1.61547, -1.21287, -0.28158], [-1.41501, -0.12011, -1.67890], [0.95093, -0.32219, 1.64137], [1.49490, 1.31557, 0.18147], [-0.72149, 0.36569, 1.67306]], "e_homo_ev": -9.79, "smiles": "CC(=O)CO", "homo_lumo_gap_ev": 10.5057}


Model b:
{"formula": "C3H6O2", "method": "ωB97M-V with the def2-TZVPD basis set", "symbols": ["C", "C", "C", "H", "H", "H", "H", "H", "H", "O", "O"], "coordinates": [[-1.11162, 0.74072, 0.04091], [0.11574, 0.33922, 0.69591], [1.23329, -1.15787, -0.78409], [-1.83262, 1.12537, 0.84086], [-0.92669, 1.56007, -0.60084], [-1.59668, -0.09920, -0.45699], [0.38580, 1.12008, 1.41454], [0.08580, -0.55407, 1.26275], [1.93514, -1.05956, -1.62924], [1.11254, 0.11311, -0.22138], [0.59929, -2.12785, -0.56243]], "e_homo_ev": -10.94, "smiles": "CCOC=O", "homo_lumo_gap_ev": 11.9438}


Each structure's energy above the most stable one, in kcal/mol: model a 14.6; model b 0.0.


Model a:
{"formula": "C3H6O2", "method": "ωB97M-V with the def2-TZVPD basis set", "symbols": ["C", "C", "C", "H", "H", "H", "H", "H", "H", "O", "O"], "coordinates": [[0.62687, -0.45740, 0.75488], [-0.62070, -0.29581, -0.13704], [-0.88347, 0.97563, -0.64314], [1.95603, -0.46173, -0.71112], [0.51228, 0.14515, 1.66003], [0.69662, -1.49178, 1.10367], [-0.59977, -0.99651, -0.90044], [-1.46664, -0.59297, 0.55783], [-0.63615, 1.93179, 0.00146], [1.77404, 0.14628, 0.09302], [-1.35910, 1.09733, -1.77916]], "e_homo_ev": -9.96, "smiles": "O=CCCO", "homo_lumo_gap_ev": 10.6930}


Model b:
{"formula": "C3H6O2", "method": "ωB97M-V with the def2-TZVPD basis set", "symbols": ["O", "C", "H", "H", "C", "C", "O", "H", "H", "H", "H"], "coordinates": [[-3.01560, -0.29359, -0.44317], [-2.47894, -1.35022, -0.64397], [-1.60224, -1.46788, -1.32977], [-2.90104, -2.28973, -0.26403], [1.95441, 0.18782, 0.75320], [1.43242, 1.10070, -0.06949], [0.08792, 1.39564, -0.18245], [3.08901, 0.31294, 0.67003], [1.64203, -0.22240, 1.70878], [2.01989, 1.52334, -0.88300], [-0.22786, 1.10338, 0.68387]], "e_homo_ev": -9.35, "smiles": "C=CO.C=O", "homo_lumo_gap_ev": 10.1318}


Each structure's energy above the most stable one, in kcal/mol: model a 0.0; model b 23.0.